Formula: C4H8S2
Source: OMol25
Level of theory: ωB97M-V with the def2-TZVPD basis set

The value obtained for the orbital gap is 9.068 eV.

Each line ends with the Löwdin charge.
Geometry (Å):
C (-0.0311, -3.1428, -0.0445)  -0.447
S (1.0630, -1.9690, -0.8054)  0.790
C (0.9671, -0.5760, 0.3152)  -0.543
C (0.3572, 0.5611, -0.0724)  -0.552
S (0.3097, 1.9945, 0.9252)  0.826
C (-0.6717, 3.1089, -0.0797)  -0.441
H (-0.9771, -2.7587, 0.3899)  0.054
H (-0.2209, -3.8741, -0.8082)  0.020
H (0.4101, -3.4958, 0.8616)  0.016
H (1.4965, -0.6209, 1.2852)  0.073
H (-0.0828, 0.6610, -1.0924)  0.083
H (-0.1794, 3.4923, -1.0084)  0.050
H (-0.8862, 4.0149, 0.5605)  0.052
H (-1.5545, 2.6046, -0.4267)  0.020

Cartesian forces (eV/Å) of the 2 atoms listed first:
C -1.0 0.7 1.1
S 0.2 1.2 0.0



Formula: C30H33BrN8O3S3SeYb
Source: OMol25
Level of theory: ωB97M-V with the def2-TZVPD basis set

The total charge is +1. The value obtained for the orbital gap (spin up / spin down) is 6.975 / 6.972 eV. As for the expectation value of S²: 0.75. The spin multiplicity is 2.

Each line ends with the Löwdin charge.
Geometry (Å):
Yb (0.0771, -0.1472, -1.2989)  1.532
C (1.7127, 4.4996, -1.1314)  0.006
C (0.9573, 3.2076, -1.2432)  -0.247
N (1.2850, 2.1937, -1.9644)  0.026
N (2.3575, 2.2075, -2.7856)  -0.008
C (2.5154, 1.2505, -3.7484)  -0.816
N (3.5143, 1.4192, -4.6297)  0.118
S (1.5541, -0.1058, -3.8283)  0.728
C (-0.3403, 3.1118, -0.5527)  -0.261
C (-0.7266, 4.0292, 0.4255)  -0.022
C (-2.0173, 3.9770, 0.9213)  -0.028
C (-2.8923, 3.0318, 0.4081)  -0.019
C (-2.4165, 2.1360, -0.5408)  -0.119
N (-1.1721, 2.1535, -0.9965)  0.044
H (2.4790, 4.6229, -1.8931)  0.071
H (2.1983, 4.5672, -0.1589)  0.094
H (1.0236, 5.3357, -1.2198)  0.098
H (2.9497, 3.0379, -2.8332)  0.145
H (4.0600, 2.2614, -4.7193)  0.116
H (3.5825, 0.7376, -5.3689)  0.106
H (-0.0299, 4.7548, 0.8136)  0.114
H (-2.3279, 4.6638, 1.6942)  0.118
H (-3.9180, 2.9794, 0.7366)  0.110
H (-3.0669, 1.3820, -0.9662)  0.094
C (-7.1108, 0.3611, 1.8487)  -0.039
C (-5.7888, -0.2853, 1.5845)  -0.262
C (-5.0630, -0.8761, 2.6137)  -0.018
C (-3.7825, -1.3542, 2.3892)  -0.055
C (-3.2434, -1.2797, 1.1192)  -0.269
C (-3.9856, -0.7857, 0.0614)  -0.073
C (-5.2451, -0.2699, 0.3009)  -0.024
S (-1.5266, -1.6081, 0.7896)  0.621
O (-1.4255, -2.0310, -0.6051)  -0.414
O (-0.9374, -2.4848, 1.7643)  -0.268
N (-0.8197, -0.1595, 0.7329)  -0.237
C (-0.3203, 0.5443, 1.7720)  -0.382
C (-0.7660, 0.4671, 3.1054)  0.009
C (-0.1594, 1.2502, 4.0577)  -0.047
C (0.8728, 2.1105, 3.6815)  -0.060
C (1.2076, 2.1608, 2.3466)  -0.170
N (0.6503, 1.4035, 1.4022)  0.073
H (-7.4930, 0.0948, 2.8302)  0.080
H (-7.8427, 0.0891, 1.0906)  0.088
H (-6.9883, 1.4446, 1.8225)  0.087
H (-5.4982, -0.9473, 3.5987)  0.118
H (-3.2001, -1.8017, 3.1779)  0.113
H (-3.5700, -0.8296, -0.9363)  0.105
H (-5.8156, 0.1561, -0.5122)  0.124
H (-1.5678, -0.2094, 3.3515)  0.091
H (-0.4873, 1.2169, 5.0867)  0.115
H (1.3944, 2.7073, 4.4130)  0.104
H (1.9723, 2.8471, 1.9932)  0.108
Br (6.2370, -1.5809, -2.6725)  0.768
C (5.1262, -0.6839, -1.4247)  -0.654
C (5.6696, -0.0082, -0.3427)  -0.093
C (4.7885, 0.6135, 0.5230)  -0.037
C (3.4323, 0.5864, 0.2369)  -0.124
N (2.9155, -0.0411, -0.8166)  0.017
C (3.7523, -0.6970, -1.6161)  -0.258
H (6.7356, 0.0231, -0.1870)  0.111
H (5.1434, 1.1165, 1.4059)  0.110
H (2.7199, 1.0808, 0.8755)  0.059
H (3.3238, -1.2480, -2.4435)  0.035
Se (-1.1940, -2.8119, -4.0407)  0.673
C (-1.3560, -1.2569, -3.3383)  -1.080
N (-1.4403, -0.1720, -2.8712)  -0.102
O (1.1943, -2.0579, -1.0776)  -0.718
S (1.7138, -3.4266, -1.4380)  1.006
C (2.5832, -3.9826, 0.0993)  -0.280
C (2.0803, -5.3872, 0.3704)  -0.230
C (0.5700, -5.3089, 0.1632)  -0.217
C (0.3503, -4.6238, -1.1777)  -0.308
H (2.2630, -3.2856, 0.8748)  0.104
H (3.6615, -3.9152, -0.0345)  0.090
H (2.3341, -5.7048, 1.3818)  0.122
H (2.5351, -6.0917, -0.3321)  0.119
H (0.1139, -4.7070, 0.9536)  0.103
H (0.1139, -6.2982, 0.1738)  0.122
H (-0.5777, -4.0553, -1.2266)  0.051
H (0.3911, -5.3140, -2.0189)  0.094

Cartesian forces (eV/Å) of the 2 atoms listed first:
Yb 1.6 0.6 -0.7
C 0.0 -0.1 -0.2



Formula: C23H37N4O3P2Pt
Source: OMol25
Level of theory: ωB97M-V with the def2-TZVPD basis set

The total charge is +3. The value obtained for the orbital gap (spin up / spin down) is 7.217 / 3.996 eV. As for the expectation value of S²: 6.07. The spin multiplicity is 5.

Each line ends with the Löwdin charge.
Geometry (Å):
Pt (0.5100, -1.1013, 0.6650)  1.261
C (-0.5903, -4.6797, 2.1400)  0.001
C (0.2926, -4.1215, 1.0949)  -0.199
C (0.1397, -4.5471, -0.2661)  0.046
C (1.0108, -4.1389, -1.2370)  -0.003
C (2.0584, -3.2696, -0.8947)  0.014
C (2.2168, -2.7846, 0.4373)  -0.142
C (1.3406, -3.2169, 1.4280)  -0.150
H (-0.2332, -5.6874, 2.3932)  0.133
H (-1.6135, -4.7960, 1.7807)  0.112
H (-0.5634, -4.0808, 3.0471)  0.074
H (-0.6691, -5.2275, -0.5032)  0.145
H (0.9121, -4.4928, -2.2539)  0.137
H (2.7716, -2.9562, -1.6448)  0.130
H (3.1211, -2.2494, 0.6950)  0.132
H (1.5656, -3.0331, 2.4698)  0.133
C (-2.8106, 2.3804, -2.7819)  -0.061
N (-2.1118, 1.3664, -1.9840)  -0.285
C (-2.0924, 0.0331, -2.5931)  -0.076
P (-0.8846, 1.7320, -0.9880)  0.501
O (-0.7558, 0.7592, 0.1449)  -0.392
O (0.4643, 1.6313, -1.9240)  -0.240
P (1.7747, 0.7375, -1.8376)  0.495
O (1.4746, -0.5587, -1.0765)  -0.453
N (2.2242, 0.3120, -3.3227)  -0.280
C (2.8991, 1.2968, -4.1835)  -0.043
C (1.9454, -0.9699, -3.9661)  -0.064
N (2.8647, 1.6490, -1.0721)  -0.289
C (4.1750, 1.0486, -0.7898)  -0.058
C (2.8692, 3.1145, -1.0098)  -0.053
N (-0.9417, 3.2731, -0.5146)  -0.294
C (-1.3955, 3.6464, 0.8276)  -0.060
C (-0.6904, 4.4044, -1.4131)  -0.082
H (-3.7728, 1.9704, -3.0833)  0.100
H (-2.2531, 2.6533, -3.6814)  0.100
H (-2.9992, 3.2670, -2.1839)  0.077
H (-3.1158, -0.2975, -2.7643)  0.099
H (-1.6124, -0.6756, -1.9187)  0.065
H (-1.5627, 0.0408, -3.5506)  0.095
H (3.2054, 2.1654, -3.6041)  0.076
H (2.2340, 1.6251, -4.9824)  0.101
H (3.7918, 0.8482, -4.6188)  0.104
H (1.2741, -1.5653, -3.3510)  0.065
H (2.8759, -1.5143, -4.1359)  0.099
H (1.4618, -0.8012, -4.9287)  0.100
H (4.1133, -0.0386, -0.8181)  0.074
H (4.4975, 1.3522, 0.2055)  0.101
H (4.9204, 1.3728, -1.5187)  0.102
H (1.9078, 3.5131, -1.3123)  0.059
H (3.6424, 3.5187, -1.6663)  0.099
H (3.0774, 3.4278, 0.0128)  0.102
H (-1.3573, 2.7819, 1.4850)  0.067
H (-2.4105, 4.0457, 0.7988)  0.097
H (-0.7267, 4.4106, 1.2243)  0.098
H (-0.3418, 4.0607, -2.3856)  0.086
H (0.0679, 5.0545, -0.9752)  0.095
H (-1.6008, 4.9854, -1.5656)  0.096
C (-0.5470, -1.1645, 2.2714)  -0.166
C (-1.2608, -1.1059, 3.2769)  -0.026
C (-2.1375, -1.0001, 4.3915)  -0.204
C (-3.1148, -0.0022, 4.4601)  0.122
C (-4.0000, 0.1092, 5.5961)  0.087
C (-3.9029, -0.7546, 6.6682)  0.009
C (-2.9341, -1.7389, 6.6183)  0.089
C (-2.0505, -1.8656, 5.4820)  0.112
H (-3.2242, 0.7102, 3.6521)  0.148
H (-4.7434, 0.8968, 5.5799)  0.147
H (-4.5633, -0.6666, 7.5197)  0.144
H (-2.8123, -2.4434, 7.4324)  0.147
H (-1.3041, -2.6490, 5.5035)  0.143

Cartesian forces (eV/Å) of the 2 atoms listed first:
Pt -0.4 0.5 -0.1
C 0.0 0.0 0.0



Formula: C20H29FeN9O7SSe2
Source: OMol25
Level of theory: ωB97M-V with the def2-TZVPD basis set

The total charge is -1. The value obtained for the orbital gap (spin up / spin down) is 7.102 / 5.891 eV. As for the expectation value of S²: 8.77. The spin multiplicity is 6.

Each line ends with the Löwdin charge.
Geometry (Å):
Fe (-0.4472, -0.0011, 0.7553)  0.332
O (5.1309, 0.0988, 3.4946)  -0.064
C (3.8021, 0.4832, 3.8539)  -0.218
C (2.7603, -0.3957, 3.1396)  -0.561
C (3.0171, -1.8408, 3.5943)  -0.240
O (2.2880, -2.8416, 2.9176)  -0.148
C (1.4060, 0.1505, 3.6161)  -0.519
Se (-0.1867, -0.8731, 3.1164)  0.693
C (2.9793, -0.1757, 1.6355)  -0.464
Se (1.8305, -1.1546, 0.3804)  0.821
H (5.7203, 0.8288, 3.6980)  0.084
H (3.6180, 1.5264, 3.5782)  0.134
H (3.6668, 0.3840, 4.9375)  0.122
H (2.8187, -1.8787, 4.6766)  0.128
H (4.0710, -2.0761, 3.4438)  0.122
H (1.3481, -2.5899, 2.9591)  -0.052
H (1.2629, 1.1657, 3.2463)  0.041
H (1.4169, 0.1895, 4.7080)  0.061
H (4.0036, -0.4377, 1.3810)  0.065
H (2.8167, 0.8793, 1.4211)  0.034
N (1.5981, 1.0171, -4.2414)  0.106
N (0.3921, 0.4999, -3.8059)  -0.315
N (-0.7339, 1.1709, -3.9311)  0.127
C (-1.5470, 0.4621, -3.1760)  -0.214
N (-0.9319, -0.6108, -2.6229)  0.036
N (0.3047, -0.5542, -3.0191)  0.064
H (2.1649, 0.2456, -4.5678)  0.082
H (2.0241, 1.4438, -3.4187)  0.063
H (-2.5746, 0.7274, -2.9976)  0.097
O (-0.7208, 2.7099, 2.5906)  0.054
C (-0.1911, 2.8780, 1.5126)  -0.535
N (0.6075, 1.9695, 0.8516)  -0.151
S (1.3573, 2.6545, -0.4047)  0.618
O (1.1320, 1.9170, -1.6318)  -0.346
O (2.7407, 2.9474, -0.1062)  -0.311
C (0.4320, 4.1670, -0.4043)  -0.209
C (0.4278, 5.2145, -1.3030)  -0.036
C (-0.4295, 6.2744, -1.0366)  -0.080
C (-1.2402, 6.2675, 0.0965)  -0.073
C (-1.2130, 5.2048, 0.9900)  0.001
C (-0.3621, 4.1494, 0.7188)  -0.134
H (1.0559, 5.1997, -2.1842)  0.117
H (-0.4790, 7.1110, -1.7221)  0.099
H (-1.9104, 7.0999, 0.2719)  0.099
H (-1.8472, 5.1733, 1.8659)  0.121
C (-3.9267, -1.6895, -0.4417)  -0.035
N (-3.0049, -2.6142, -1.0718)  -0.077
C (-3.5381, -3.4011, -2.1623)  -0.172
C (-2.4156, -3.9489, -3.0182)  -0.160
C (-1.4417, -4.6762, -2.1155)  -0.172
N (-0.9864, -3.7934, -1.0633)  -0.076
C (0.1930, -4.2294, -0.3427)  -0.051
C (-1.7509, -2.7793, -0.5635)  -0.473
O (-1.3138, -2.0467, 0.3319)  -0.119
H (-4.3284, -0.9970, -1.1859)  0.088
H (-3.4033, -1.1127, 0.3094)  0.061
H (-4.7612, -2.2338, 0.0128)  0.090
H (-4.1858, -2.7502, -2.7552)  0.120
H (-4.1651, -4.2197, -1.7811)  0.123
H (-1.9017, -3.1239, -3.5156)  0.106
H (-2.8131, -4.6241, -3.7770)  0.112
H (-0.5643, -5.0062, -2.6760)  0.121
H (-1.9133, -5.5763, -1.6944)  0.125
H (1.0500, -4.2773, -1.0179)  0.090
H (0.0285, -5.2219, 0.0910)  0.092
H (0.4157, -3.5345, 0.4588)  0.028
O (-3.7054, 2.4766, -0.6602)  0.017
C (-2.8748, 1.7011, -0.2895)  -0.532
N (-2.0729, 0.8976, 0.0502)  0.041

Cartesian forces (eV/Å) of the 2 atoms listed first:
Fe 0.1 0.0 -0.1
O 0.0 0.0 0.0



Formula: C4H13NO2
Source: OMol25
Level of theory: ωB97M-V with the def2-TZVPD basis set

The value obtained for the orbital gap is 9.760 eV.

Each line ends with the Löwdin charge.
Geometry (Å):
C (2.1700, -1.0143, 0.5640)  -0.094
C (0.6540, -1.1271, 0.5105)  -0.271
N (0.3188, -1.0967, -0.9325)  -0.110
C (-1.0774, -0.9032, -1.1750)  -0.251
C (-1.4486, 0.6213, -1.2447)  -0.191
O (-0.5769, 1.5075, -0.4121)  -0.224
H (2.6493, -1.8682, 0.0912)  0.075
H (2.4593, -0.0235, 0.1770)  0.076
H (2.5475, -0.9196, 1.5671)  0.063
H (0.2883, -2.0020, 1.0022)  0.095
H (0.0937, -0.2220, 1.0098)  0.100
H (0.7545, -1.6343, -1.6630)  0.113
H (-1.4040, -1.4278, -2.1034)  0.119
H (-1.7439, -1.2669, -0.2922)  0.131
H (-2.4972, 0.8255, -0.8158)  0.130
H (-1.2027, 1.1502, -2.2949)  0.142
H (0.4851, 1.2970, -0.5654)  0.164
O (-0.1667, 1.7349, 2.2208)  -0.141
H (-0.5993, 0.9008, 2.7048)  0.106
H (0.0987, 1.4682, 1.3127)  -0.030

Cartesian forces (eV/Å) of the 2 atoms listed first:
C -0.3 1.1 0.8
C 0.2 1.7 -1.0



Formula: C4H9NO
Source: OMol25
Level of theory: ωB97M-V with the def2-TZVPD basis set

The value obtained for the orbital gap is 7.746 eV.

Each line ends with the Löwdin charge.
Geometry (Å):
C (-1.5041, 0.3543, 0.3731)  -0.019
C (-1.5593, -0.8636, -0.4445)  -0.128
C (-0.4048, -1.7260, -0.5072)  -0.094
C (0.8051, -1.0811, -0.7879)  -0.551
N (1.9780, -1.9240, -0.8706)  0.097
O (0.9788, 0.1684, -0.9946)  -0.065
H (-2.4819, 0.7867, 0.6886)  0.102
H (-0.7588, 0.4299, 1.1672)  0.104
H (-1.0310, 0.3729, -0.7185)  0.130
H (-2.4061, -1.1856, -1.1158)  0.141
H (0.6232, 5.7629, 2.2109)  0.000
H (1.2527, 5.7515, 2.5592)  0.000
H (-0.3837, -2.8820, -0.4931)  0.133
H (1.9991, -2.5981, -0.1973)  0.022
H (2.8929, -1.3662, -0.8695)  0.128

Cartesian forces (eV/Å) of the 2 atoms listed first:
C -1.6 -1.5 -0.6
C 0.6 -3.5 1.7



Formula: C4H2OS
Source: OMol25
Level of theory: ωB97M-V with the def2-TZVPD basis set

The value obtained for the orbital gap (spin up / spin down) is 6.034 / 6.201 eV.

Each line ends with the Löwdin charge.
Geometry (Å):
C (-0.1991, -0.6776, -0.2491)  -0.242
C (1.0448, -1.1271, 0.1396)  -0.566
C (-1.1076, 1.7199, -0.1966)  -0.217
C (-0.4713, 0.6375, -0.0604)  -0.136
O (-1.6492, 2.7490, -0.1448)  0.164
S (1.9384, 0.1774, 0.5689)  0.805
H (-1.0661, -1.4350, -0.4857)  0.147
H (1.5100, -2.0441, 0.4281)  0.045

Cartesian forces (eV/Å) of the 2 atoms listed first:
C -4.6 -1.6 -0.5
C 2.2 1.5 1.4



Formula: C25H37ClN4O2
Source: OMol25
Level of theory: ωB97M-V with the def2-TZVPD basis set

The value obtained for the orbital gap is 8.515 eV.

Each line ends with the Löwdin charge.
Geometry (Å):
C (-0.0216, -2.0668, 2.4520)  -0.098
C (1.4027, -1.6236, 2.1465)  -0.226
C (1.4476, -0.1785, 1.6390)  -0.200
N (0.8357, 0.7396, 2.5843)  -0.194
C (1.6255, 1.0742, 3.7478)  -0.201
C (2.8713, 1.9513, 3.5415)  -0.242
C (3.6794, 2.0529, 4.8291)  -0.113
C (0.0581, 1.7985, 1.9993)  -0.163
C (0.8075, 2.8018, 1.0813)  -0.154
N (-0.0444, 3.2902, 0.0222)  0.061
C (-0.0723, 2.6965, -1.1971)  -0.469
O (0.7306, 1.8450, -1.5140)  0.073
C (-1.1658, 3.2412, -2.1166)  -0.234
C (-1.0697, 2.6366, -3.5184)  -0.128
C (-1.4287, 1.1533, -3.5104)  -0.188
N (-2.7542, 0.9462, -2.9426)  -0.147
C (-3.1935, -0.4363, -3.0592)  -0.127
C (-2.3959, -1.3957, -2.2333)  -0.215
N (-1.1491, -1.8066, -2.6137)  0.206
C (-0.7077, -2.5559, -1.6464)  -0.283
C (0.5817, -3.2044, -1.5829)  -0.138
C (1.5308, -2.9398, -2.5708)  -0.004
C (2.7697, -3.5447, -2.5235)  -0.093
C (3.0633, -4.4177, -1.4850)  -0.673
Cl (4.6139, -5.1777, -1.4234)  0.673
C (2.1307, -4.6909, -0.4958)  -0.103
C (0.8913, -4.0841, -0.5462)  -0.025
O (-1.5949, -2.6798, -0.6336)  0.100
C (-2.6676, -1.9319, -1.0025)  -0.247
C (-3.8286, -1.8510, -0.0824)  0.002
C (-2.8122, 1.4335, -1.5790)  -0.187
C (-2.5625, 2.9379, -1.5632)  -0.133
H (-0.6225, -2.0605, 1.5467)  0.049
H (-0.4714, -1.3872, 3.1712)  0.069
H (-0.0308, -3.0728, 2.8659)  0.070
H (1.8387, -2.2673, 1.3795)  0.091
H (2.0133, -1.7194, 3.0460)  0.097
H (0.8893, -0.1227, 0.7022)  0.118
H (2.4911, 0.0837, 1.4109)  0.115
H (0.9600, 1.5713, 4.4619)  0.123
H (1.9432, 0.1319, 4.2016)  0.113
H (2.5752, 2.9515, 3.2237)  0.092
H (3.4961, 1.5215, 2.7568)  0.103
H (4.5523, 2.6854, 4.6845)  0.069
H (4.0180, 1.0692, 5.1474)  0.071
H (3.0744, 2.4800, 5.6266)  0.071
H (-0.7200, 1.3251, 1.3879)  0.115
H (-0.4388, 2.3396, 2.8103)  0.119
H (1.1876, 3.6547, 1.6467)  0.109
H (1.6394, 2.2892, 0.5948)  0.115
H (-0.7638, 3.9497, 0.2700)  0.135
H (-1.0256, 4.3276, -2.1764)  0.147
H (-0.0541, 2.7475, -3.8993)  0.119
H (-1.7550, 3.1716, -4.1786)  0.118
H (-1.4445, 0.7801, -4.5369)  0.125
H (-0.6583, 0.5984, -2.9589)  0.103
H (-4.2450, -0.4819, -2.7598)  0.119
H (-3.1117, -0.7197, -4.1108)  0.126
H (1.2760, -2.2532, -3.3616)  0.117
H (3.5090, -3.3434, -3.2827)  0.106
H (2.3763, -5.3718, 0.3042)  0.107
H (0.1572, -4.2897, 0.2172)  0.117
H (-4.1154, -2.8491, 0.2450)  0.087
H (-4.6681, -1.3818, -0.5866)  0.078
H (-3.5742, -1.2669, 0.8027)  0.086
H (-3.8087, 1.2207, -1.1803)  0.125
H (-2.0691, 0.9370, -0.9278)  0.123
H (-3.3050, 3.4213, -2.2007)  0.121
H (-2.6863, 3.3174, -0.5462)  0.105

Cartesian forces (eV/Å) of the 2 atoms listed first:
C 0.3 0.0 0.0
C -0.2 0.2 -0.1



Quick rundown of relative energy (zero: lowest compared OMol25 entry of this formula, charge and spin), same order as above: 30.2, 31.5, 0.0, 15.3, 60.2, 124.0, 28.3, 5.0 kcal/mol